1.
DFT (wB97M-V/def2-TZVPD) results for a cluster of 12 separate species, C34H98N6O12 in total in a non-equilibrium geometry.

ΔE to the lowest compared entry with this formula, charge and spin = 0.0 kJ/mol
Frontier orbital gap = 9.0085 eV
LUMO level = 0.1 eV
SMILES = COC[C@H](C)N.COC[C@H](C)N.COC[C@H](C)N.COC[C@H](C)N.COC[C@H](C)N.COC[C@H](C)N.CCO.CCO.CCO.CCO.CCO.O
Highest occupied orbital energy = -8.940 eV
Molar mass = 783.2 g/mol

XYZ file:
```
150
Properties=species:S:1:pos:R:3:forces:R:3
C -4.16506 -5.96638 3.93514 -0.33 -0.76 0.31
O -2.92252 -5.41338 3.61453 0.14 -0.16 -0.03
C -3.00611 -4.06218 3.27062 -0.50 0.66 -0.13
C -1.73801 -3.65173 2.60219 1.13 0.00 -1.05
C -1.74034 -2.18791 2.20785 -0.02 0.24 -1.08
N -1.59967 -4.47253 1.34858 -0.21 -0.21 0.60
H -4.52073 -5.63028 4.91572 -0.15 0.27 -0.16
H -4.05763 -7.05049 4.01584 0.21 0.08 -0.07
H -4.90430 -5.78447 3.14789 -0.07 0.22 0.12
H -3.81982 -3.88020 2.54556 -0.01 -0.22 0.05
H -3.22742 -3.40695 4.12456 0.14 -0.19 0.18
H -0.86229 -3.86020 3.22888 -0.27 0.07 0.30
H -0.87820 -1.97160 1.56584 0.25 -0.05 0.43
H -1.77543 -1.45762 3.01410 0.03 -0.18 0.16
H -2.55486 -1.98786 1.49742 -0.27 -0.15 0.39
H -1.97795 -5.38813 1.59934 0.14 0.08 -0.23
H -0.61788 -4.64987 1.15005 0.02 0.14 0.19
C 2.80594 -2.74265 -1.87977 -0.04 0.36 -0.07
O 3.94461 -3.00085 -1.09432 -0.17 -0.22 0.23
C 5.15172 -3.02791 -1.82498 -0.07 -0.25 -0.33
C 6.15085 -3.89161 -1.09809 0.43 0.24 0.57
C 7.50813 -3.83132 -1.77183 -0.42 -0.03 -0.83
N 5.68460 -5.28271 -1.00011 -0.12 0.51 0.32
H 2.97348 -1.83528 -2.47402 -0.18 -0.07 -0.07
H 1.97085 -2.56813 -1.20317 0.00 -0.01 0.02
H 2.54418 -3.57769 -2.53938 0.18 0.01 -0.02
H 4.96048 -3.44701 -2.82278 0.10 0.07 0.00
H 5.54009 -2.00595 -1.91472 0.01 -0.03 -0.14
H 6.28928 -3.42234 -0.10724 -0.20 -0.17 0.00
H 8.24342 -4.39325 -1.20277 0.17 0.10 0.00
H 7.81933 -2.79784 -1.93484 0.19 -0.02 0.35
H 7.42551 -4.26095 -2.77617 0.10 -0.20 0.12
H 4.81481 -5.26392 -0.46594 0.09 -0.15 -0.14
H 6.33635 -5.77469 -0.39363 -0.04 -0.10 -0.16
C 1.63596 -0.12565 3.13267 -0.02 0.27 -0.02
O 2.56980 -1.16858 3.31236 0.03 -0.12 0.08
C 2.50248 -2.11519 2.28079 -0.60 -0.15 -0.04
C 3.44365 -3.28062 2.54532 0.07 -0.15 -0.39
C 4.87725 -2.80227 2.56413 0.45 0.38 -0.57
N 3.29177 -4.32043 1.49853 -0.61 0.72 -0.31
H 1.71795 0.55624 3.97621 0.10 0.00 -0.03
H 0.60262 -0.49916 3.10343 0.10 -0.08 -0.10
H 1.84654 0.43980 2.21635 -0.09 -0.06 0.10
H 1.46746 -2.51400 2.20989 0.12 0.06 0.05
H 2.70841 -1.65388 1.29747 0.21 -0.03 0.12
H 3.17511 -3.72323 3.50805 0.05 0.01 0.02
H 5.03840 -2.03974 3.32529 0.06 -0.27 0.22
H 5.12495 -2.30351 1.61494 -0.29 -0.04 0.01
H 5.59426 -3.62269 2.61890 -0.12 -0.05 0.44
H 3.50479 -3.85216 0.60718 0.30 -0.23 0.30
H 2.28473 -4.47570 1.38260 0.22 -0.34 0.28
C 2.45488 3.49573 -4.17606 -0.38 0.54 -0.06
O 3.43062 3.42230 -3.17540 0.12 -0.10 -0.16
C 2.91964 3.79835 -1.92663 -0.19 -0.36 -0.33
C 4.01355 3.65506 -0.92763 1.05 0.04 1.26
C 4.25633 2.20963 -0.50977 0.27 -0.27 -0.10
N 3.64896 4.43300 0.25727 -0.29 0.59 0.54
H 2.90179 3.17190 -5.10820 -0.06 -0.28 -0.07
H 2.11711 4.53766 -4.31982 0.06 -0.13 0.07
H 1.56643 2.90892 -3.90546 0.13 -0.15 -0.22
H 2.52113 4.82226 -1.96720 0.04 0.03 0.03
H 2.11645 3.11320 -1.62184 -0.29 0.17 -0.10
H 4.97597 3.99344 -1.33337 -0.26 0.26 -0.34
H 4.75435 1.68556 -1.33052 -0.22 -0.11 0.05
H 3.34698 1.68551 -0.21619 -0.17 0.07 -0.14
H 4.92141 2.14291 0.35520 0.05 0.21 -0.06
H 4.43387 4.59534 0.87828 0.06 -0.33 -0.05
H 3.30823 5.36444 0.03490 0.04 -0.14 -0.26
C 0.00236 7.11286 6.90379 -0.20 -0.12 0.18
O -0.84396 6.76103 5.84004 -0.05 -0.08 -0.16
C -0.87816 5.35583 5.64260 -0.17 0.40 0.25
C -1.78437 5.03851 4.47803 -0.07 -0.89 -0.90
C -3.21622 5.52898 4.63323 0.03 0.59 0.15
N -1.71869 3.57681 4.21797 -0.06 0.61 0.46
H -0.34022 6.67089 7.85191 0.05 -0.07 -0.10
H -0.04749 8.19269 7.01920 0.20 0.05 -0.11
H 1.02459 6.76992 6.70884 0.06 0.17 0.09
H 0.12721 4.96737 5.44482 -0.06 -0.04 0.02
H -1.26690 4.89825 6.57030 0.08 -0.19 -0.18
H -1.37148 5.46736 3.55646 0.14 0.30 0.29
H -3.27639 6.61885 4.71623 0.16 -0.07 0.11
H -3.66954 5.11312 5.53826 -0.08 -0.11 -0.12
H -3.80095 5.26951 3.74888 -0.04 -0.25 0.09
H -2.31225 3.10349 4.89484 0.01 -0.09 -0.14
H -2.09904 3.40583 3.29309 -0.01 -0.27 0.16
C -2.23447 -3.56274 -8.25231 0.06 0.64 -0.18
O -1.08989 -2.95573 -7.70927 0.27 -0.01 0.18
C -1.18151 -2.80790 -6.30414 -0.05 -0.32 -0.27
C 0.11498 -2.19519 -5.80363 0.22 0.39 0.32
C 0.04737 -2.07100 -4.29005 -0.18 -0.44 0.01
N 0.41090 -0.90989 -6.44018 -0.41 0.13 -0.16
H -2.09802 -3.56991 -9.33109 0.01 -0.27 -0.04
H -3.10855 -2.92900 -8.05053 -0.15 -0.30 0.13
H -2.36216 -4.57096 -7.85490 -0.20 -0.08 -0.06
H -2.05352 -2.17131 -6.07223 0.18 0.05 0.13
H -1.35694 -3.79232 -5.84029 0.05 0.10 0.02
H 0.93825 -2.88216 -6.02033 -0.08 0.01 -0.29
H -0.00763 -3.09614 -3.91217 -0.30 0.18 0.36
H -0.84418 -1.50850 -3.99623 0.01 -0.09 0.12
H 0.90772 -1.61323 -3.80450 0.15 0.17 -0.39
H 0.15780 -0.98047 -7.42519 0.27 -0.08 0.06
H -0.24048 -0.21213 -6.07956 0.16 -0.06 0.12
C -4.01052 0.68542 2.76227 0.14 0.20 -0.02
C -4.21660 1.83770 1.77322 0.10 -0.92 0.02
O -2.95332 2.46529 1.57206 -0.17 0.47 0.01
H -3.78925 -0.24240 2.24016 0.10 0.00 0.02
H -4.86663 0.50305 3.41148 -0.11 0.12 -0.13
H -3.16058 0.93909 3.39951 -0.03 -0.08 0.03
H -4.98972 2.51424 2.14573 0.24 0.29 -0.09
H -4.52738 1.41917 0.81027 -0.34 0.14 0.09
H -3.08204 3.30799 1.09260 -0.11 -0.14 0.06
C -3.87429 -3.44815 -1.35175 -0.38 -0.38 0.09
C -2.48217 -2.92104 -1.68816 -0.46 -0.80 0.79
O -1.52133 -3.96959 -1.59612 0.08 0.21 -0.39
H -4.24757 -4.12138 -2.12911 0.06 0.25 -0.16
H -4.60567 -2.64903 -1.19146 0.09 0.01 -0.15
H -3.87662 -4.07343 -0.45453 0.26 0.27 0.15
H -2.21304 -2.13729 -0.97154 -0.02 0.26 -0.26
H -2.51350 -2.54402 -2.70724 0.43 0.14 -0.01
H -1.51518 -4.25435 -0.66528 -0.23 0.19 -0.09
C 0.35296 -0.26497 -0.82501 0.25 -0.28 0.21
C -0.87380 0.51790 -0.40276 0.25 -0.22 0.60
O -0.53873 1.55169 0.54227 -0.08 -0.35 -0.72
H 1.01762 0.27246 -1.49813 0.05 0.23 0.02
H 0.08461 -1.19962 -1.32822 -0.27 0.17 -0.08
H 0.92223 -0.57524 0.05810 -0.01 0.22 -0.02
H -1.52386 -0.19333 0.12584 -0.25 0.14 -0.30
H -1.38857 0.92455 -1.28218 -0.03 0.00 0.14
H -1.38476 1.80983 0.95324 0.22 0.12 0.10
C -4.09687 0.72264 -2.51608 -0.09 0.37 0.41
C -4.06384 2.06702 -1.82364 -0.15 0.96 0.17
O -3.85143 3.09601 -2.81209 0.08 -0.49 -0.01
H -5.00080 0.61544 -3.11180 0.07 0.00 -0.16
H -4.08203 -0.06960 -1.76498 0.09 -0.07 -0.08
H -3.20994 0.65507 -3.14616 -0.06 -0.20 -0.07
H -3.27736 2.11238 -1.05744 0.11 -0.10 -0.26
H -4.98508 2.32939 -1.28361 -0.09 -0.48 -0.15
H -4.12569 3.93918 -2.44612 0.04 0.00 0.08
C -1.45027 5.00327 -1.27774 0.56 -0.09 0.22
C -2.01416 5.55508 0.01555 0.22 0.05 -0.20
O -3.26440 4.97008 0.40164 -0.09 0.16 -0.16
H -1.99733 5.27693 -2.17874 -0.15 0.07 0.08
H -1.33799 3.91805 -1.24564 -0.12 0.00 0.06
H -0.43752 5.41474 -1.35139 -0.06 -0.03 -0.23
H -2.11049 6.64087 -0.06811 -0.13 0.00 0.15
H -1.32077 5.35300 0.83068 -0.03 -0.07 0.05
H -3.95823 5.40516 -0.10238 -0.10 -0.11 0.09
O 1.63530 3.03952 1.97438 -0.11 0.04 -0.28
H 1.08527 2.55365 1.32562 0.35 0.45 0.31
H 2.24392 3.63632 1.48884 -0.35 -0.57 -0.12
```
Positions in Å, forces in eV/Å.

Here are the Löwdin charges for atoms 1 to 5, given in e: C -0.11; O -0.18; C -0.24; C -0.40; C -0.07

---

2.
DFT (wB97M-V/def2-TZVPD) results for a cluster of 11 separate species, C35H100N14O11 in total in a non-equilibrium geometry.

ΔE to the lowest compared entry with this formula, charge and spin = 58.5 kJ/mol
Frontier orbital gap = 9.3053 eV
LUMO level = 0.6 eV
SMILES = COC[C@H](C)N.COC[C@H](C)N.COC[C@H](C)N.COC[C@H](C)N.COC[C@H](C)N.COC[C@H](C)N.COC[C@H](C)N.COC[C@H](C)N.NC(N)=O.NC(N)=O.NC(N)=O
Highest occupied orbital energy = -8.712 eV
Molar mass = 893.3 g/mol

XYZ file:
```
160
Properties=species:S:1:pos:R:3:forces:R:3
C -2.20084 1.86140 4.07678 0.31 -0.29 0.18
O -1.61940 2.14911 5.31954 0.73 1.52 0.03
C -1.20523 0.98554 5.95692 -2.86 -1.51 0.49
C 0.05130 0.27683 5.57937 1.00 0.60 -0.44
C 0.26184 -1.01024 6.32250 -0.69 0.01 0.91
N 1.18482 1.15604 5.83117 0.73 0.63 0.58
H -1.40846 1.47650 3.45918 0.05 -0.27 -0.90
H -2.64800 2.73585 3.63195 0.03 0.42 0.04
H -2.96304 1.09666 4.22291 -0.26 -0.16 -0.21
H -1.23183 1.18729 7.02815 0.34 0.08 0.13
H -2.08312 0.32868 5.75540 0.54 -0.57 0.57
H 0.11823 0.01126 4.52374 -0.50 0.24 -0.22
H 0.02472 -0.86985 7.39659 0.17 -0.12 -0.36
H 1.30789 -1.31371 6.24469 -0.19 -0.22 -0.15
H -0.43361 -1.75277 5.93146 0.27 -0.28 0.09
H 1.46196 1.10743 6.81943 -0.18 0.01 -0.46
H 0.88735 2.11775 5.67225 0.22 -0.07 -0.09
C 6.74482 0.95859 2.88655 0.18 0.77 1.17
O 5.44320 1.21851 2.46835 -0.83 0.25 0.43
C 4.46766 0.65553 3.35763 0.26 -0.79 -1.16
C 3.12717 0.64328 2.61630 0.38 0.83 -1.33
C 2.64855 2.06118 2.22687 -0.32 0.28 1.23
N 2.13998 -0.16601 3.30370 0.33 -1.06 -0.34
H 6.94685 1.36055 3.92676 -0.21 -0.59 -0.87
H 7.40638 1.47254 2.22164 0.43 0.38 -0.47
H 6.96525 -0.09500 2.81891 0.15 -0.63 0.30
H 4.75628 -0.42228 3.47110 -0.22 0.64 0.50
H 4.42052 1.18162 4.32892 0.11 -0.16 -0.28
H 3.32378 0.16153 1.65815 0.02 -0.16 0.10
H 2.85840 2.73531 3.04267 -0.13 0.30 0.74
H 1.58713 2.17751 2.01258 -0.09 -0.54 0.04
H 3.15184 2.56955 1.43085 0.69 -0.44 -0.84
H 2.09481 0.13854 4.27444 -0.01 -0.21 0.08
H 2.47424 -1.15644 3.21979 -0.60 1.06 0.46
C -2.66656 -1.18033 -4.09118 0.52 -1.68 -1.04
O -2.56939 0.19598 -4.04563 0.13 -0.25 1.97
C -2.47235 0.81733 -5.24932 0.34 1.02 -1.59
C -2.22304 2.30028 -4.97622 1.14 0.52 -0.26
C -1.90649 3.05527 -6.25184 -0.69 -0.40 -1.05
N -1.12854 2.55328 -3.97541 -2.00 0.40 -1.12
H -1.96706 -1.55814 -4.87281 -0.66 0.04 0.05
H -3.69809 -1.57636 -4.25920 0.57 0.44 -0.04
H -2.24729 -1.66149 -3.21322 -0.27 0.41 0.57
H -1.66651 0.42067 -5.93706 -0.49 -0.03 0.77
H -3.43355 0.73019 -5.76252 -0.07 -0.05 -0.53
H -3.16519 2.67151 -4.63086 -0.43 0.51 0.85
H -1.14305 2.51494 -6.80477 0.54 0.11 -0.05
H -1.60312 4.10042 -6.11916 -0.17 -0.36 0.21
H -2.77345 3.01851 -6.94611 0.29 0.21 0.42
H -0.41025 1.89785 -4.20623 0.67 -0.60 0.20
H -1.55267 2.24445 -3.12054 0.37 -0.33 0.74
C 1.58594 4.82086 -5.70068 1.08 0.56 -0.14
O 1.97418 5.54575 -4.51519 -1.18 -0.67 -0.14
C 1.44315 4.90874 -3.35414 0.02 0.41 0.07
C 1.86841 3.46288 -3.17108 0.32 -0.04 0.98
C 1.23402 3.14198 -1.78131 1.80 1.60 0.72
N 3.31298 3.29563 -3.29276 0.82 -0.40 0.61
H 2.17703 3.92224 -5.73876 0.56 -0.55 -0.27
H 1.89365 5.46273 -6.54750 -0.50 -0.37 0.35
H 0.56738 4.42217 -5.79322 -0.18 0.88 0.46
H 1.81255 5.44307 -2.44738 -0.11 0.01 -0.83
H 0.34344 4.93714 -3.32800 0.14 0.21 -0.33
H 1.52114 2.78515 -3.92358 -0.95 -0.12 -0.41
H 1.72483 3.82678 -1.00357 -0.16 -0.96 -0.89
H 1.24160 2.15180 -1.33794 -0.06 -0.25 -0.52
H 0.26786 3.60749 -1.82614 -0.88 -0.54 0.05
H 3.71451 3.74939 -4.11325 -0.53 -0.04 0.10
H 3.79616 3.71060 -2.50989 0.06 0.11 0.30
C 0.02717 -7.28484 1.56604 0.52 -0.06 -1.11
O -1.13401 -6.54665 1.77075 -0.85 -1.98 1.06
C -1.02949 -5.22560 1.47290 -0.48 1.39 -0.46
C -0.20517 -4.40053 2.43681 -0.59 1.09 0.26
C -0.65927 -4.44108 3.91215 1.09 -1.21 -0.61
N -0.50749 -3.02390 1.94674 1.08 0.01 -0.63
H 0.32806 -7.27564 0.50186 -0.08 0.23 0.06
H -0.14490 -8.31785 1.78793 -0.39 -0.54 0.38
H 0.89317 -6.96235 2.13000 0.15 0.34 0.41
H -0.63026 -5.15844 0.46267 0.34 0.48 -0.27
H -2.02832 -4.72908 1.41543 0.37 -0.74 0.27
H 0.84560 -4.64924 2.33235 0.35 0.07 0.10
H -0.49305 -5.42143 4.42881 -0.02 0.74 -0.57
H -1.71509 -4.26341 3.88076 -0.65 0.45 0.46
H -0.07162 -3.67104 4.42856 -0.48 -0.10 0.13
H 0.05997 -2.32991 2.42697 0.01 -0.12 0.46
H -0.05355 -2.99144 1.01422 -0.49 0.02 0.19
C 1.38289 -6.63072 -3.64038 -1.10 1.18 0.88
O 1.46593 -5.22650 -3.85507 -0.59 -0.59 -1.36
C 1.75487 -4.46596 -2.75781 1.30 -0.34 1.69
C 0.66396 -4.26774 -1.71514 0.00 -0.04 -0.36
C -0.60703 -3.68116 -2.35090 0.80 0.20 0.74
N 1.22823 -3.44604 -0.61448 -0.48 -0.95 -0.37
H 2.09466 -6.91239 -2.87070 0.19 -0.33 0.13
H 1.60590 -7.06450 -4.57640 0.32 -0.74 -0.91
H 0.35176 -6.93051 -3.33847 0.63 0.11 -0.05
H 2.62143 -4.96325 -2.21952 -0.53 0.57 -0.23
H 2.08816 -3.49284 -3.04551 0.33 0.74 -0.73
H 0.48914 -5.30654 -1.43332 -0.44 0.10 0.97
H -1.48009 -3.63860 -1.69764 0.19 -0.11 0.28
H -0.85735 -4.28855 -3.20431 -0.11 -0.04 -0.52
H -0.36678 -2.65781 -2.64034 -0.12 -0.01 -0.33
H 2.02998 -3.96121 -0.21545 -0.42 0.88 -0.22
H 1.47635 -2.50927 -0.96404 0.12 -0.67 0.27
C -2.74973 2.84428 0.09257 -0.33 0.19 0.32
O -3.01763 4.21532 0.04983 -0.55 0.84 0.22
C -2.07671 4.95230 -0.69769 -0.53 0.59 -0.16
C -2.51376 6.41419 -0.94084 -1.11 -1.40 1.05
C -1.45656 7.20768 -1.69370 -0.48 -0.45 0.13
N -2.64177 6.96341 0.42269 -0.17 1.35 -0.28
H -3.56014 2.42444 0.66546 -0.65 -0.48 -0.32
H -1.91030 2.61490 0.72032 1.14 -0.03 0.06
H -2.62878 2.40759 -0.90898 -0.12 -0.07 0.17
H -1.14450 5.00369 -0.16867 0.83 -0.16 0.30
H -1.99222 4.41653 -1.61304 0.60 -0.24 -1.27
H -3.51942 6.34541 -1.45860 1.01 0.40 0.15
H -1.69660 8.24430 -1.57937 -0.14 0.83 0.07
H -1.49489 7.02361 -2.77192 0.44 -0.30 0.23
H -0.48098 7.06657 -1.20802 -0.13 -0.16 -0.50
H -3.35051 6.48383 0.97775 0.19 0.16 -0.36
H -2.86153 7.97996 0.37617 0.06 -1.16 0.19
C -5.94226 -0.33590 3.78650 0.02 0.06 -0.22
O -4.99222 -1.37973 3.74150 0.08 -0.10 -0.63
C -4.87241 -1.90434 2.40730 -0.76 0.12 0.40
C -4.16697 -1.00223 1.40792 0.15 -0.53 0.00
C -4.23179 -1.65401 0.01291 -0.76 0.48 0.43
N -2.79605 -0.82412 1.92039 -0.12 0.42 0.15
H -6.07153 -0.02149 4.81156 0.33 0.22 0.27
H -6.93776 -0.63396 3.45492 -0.08 -0.39 -0.25
H -5.62396 0.48505 3.14038 -0.06 0.28 0.25
H -4.27740 -2.80323 2.48030 0.18 -0.36 0.18
H -5.86835 -2.19108 2.07738 -0.32 -0.03 -0.21
H -4.65908 -0.03636 1.29458 0.03 0.17 0.33
H -5.29992 -1.86153 -0.25828 0.88 0.34 0.14
H -3.73089 -2.60451 0.04360 0.45 -0.48 -0.20
H -3.78462 -0.99101 -0.73875 -0.09 -0.28 0.08
H -2.88498 -0.77704 2.94388 0.01 0.40 -0.38
H -2.26751 -1.69084 1.83035 0.15 -0.27 -0.45
N 5.40510 -3.51760 2.04920 -1.66 1.31 -0.50
C 4.14077 -2.99237 1.61410 1.29 -0.77 1.41
N 4.16911 -2.03025 0.67200 0.69 0.11 -0.72
O 3.09144 -3.35043 2.11183 -0.24 -0.47 0.29
H 6.12858 -3.63263 1.38662 0.58 0.08 -0.67
H 5.44339 -4.15445 2.81814 -0.53 -0.21 0.12
H 4.91951 -1.37033 0.58587 0.33 -0.15 0.04
H 3.27841 -1.69741 0.35750 -0.49 0.23 0.06
N 2.74253 0.01165 -2.77487 0.93 0.40 -0.61
C 1.86123 0.01281 -3.78019 -1.46 -0.99 -2.03
N 2.16347 0.27952 -5.11209 1.14 0.61 2.75
O 0.68833 -0.33733 -3.69272 -1.67 -0.41 1.65
H 2.43910 -0.27458 -1.81492 -0.11 0.67 -0.90
H 3.44728 0.72716 -2.90710 0.21 -0.08 0.48
H 3.11509 0.24538 -5.34081 0.98 0.28 -1.24
H 1.35196 0.33918 -5.68056 0.07 -0.19 -0.68
N -0.00843 0.16197 1.15836 0.43 -0.11 -1.69
C 0.50749 -0.19228 -0.07204 -3.48 0.25 0.15
N -0.42668 -0.40422 -1.08281 -0.17 0.33 0.96
O 1.69438 -0.30722 -0.33291 1.60 -0.44 0.59
H 0.52219 -0.00537 1.99419 0.70 0.06 0.34
H -1.00826 0.23557 1.25035 -0.31 -0.35 0.07
H -1.45142 -0.31917 -0.96188 1.35 -0.01 0.15
H -0.04827 -0.45030 -2.03200 -0.15 0.13 -0.07
```
Positions in Å, forces in eV/Å.

Here are the Löwdin charges for atoms 1 to 5, given in e: C -0.09; O -0.17; C -0.24; C -0.48; C -0.05

---

> Look up the ΔE to the lowest compared entry with this formula, charge and spin of the second one.

58.5 kJ/mol

---

> Which value of frontier orbital gap does entry 1 give?

9.0085 eV

---

> The lowest ΔE to the lowest compared entry with this formula, charge and spin belongs to which entry?

C34H98N6O12

---

> Look up the frontier orbital gap of the second one.

9.3053 eV